Entry 1:
# C20H87N5O21

A 21-piece molecular cluster, C20H87N5O21 overall at a distorted geometry (wB97M-V/def2-TZVPD, the OMol25 dataset).

Atoms and positions in Å:
C 0.5564 8.3183 -3.6751
C 1.4187 7.6101 -2.5706
C 0.9465 6.2008 -2.1832
O 1.7020 6.0032 -0.9716
C 1.3594 4.8383 -0.2548
N 2.8246 7.6654 -3.0036
H -0.4960 8.4095 -3.4066
H 0.5248 7.7062 -4.5765
H 0.9883 9.2768 -3.9627
H 1.5065 8.2888 -1.7223
H 1.2018 5.3901 -2.8656
H -0.1026 6.1201 -1.8986
H 1.4556 3.8788 -0.7630
H 0.3112 4.8929 0.0392
H 1.8686 4.8542 0.7088
H 3.2770 7.0447 -2.3477
H 3.1409 8.5860 -2.7343
C -4.8794 2.3879 0.7699
C -4.3445 1.2035 -0.0435
C -2.9424 1.5412 -0.6098
O -2.9752 2.5359 -1.6643
C -1.7771 2.7591 -2.3980
N -4.2874 0.0011 0.7747
H -5.8766 2.2357 1.1830
H -4.9207 3.2962 0.1686
H -4.2626 2.6863 1.6176
H -4.9634 1.0000 -0.9174
H -2.5527 0.6084 -1.0173
H -2.2241 1.8685 0.1419
H -2.1108 3.5288 -3.0939
H -1.1865 1.9659 -2.8564
H -1.0492 3.2657 -1.7643
H -5.2172 0.0206 1.1686
H -3.7246 0.3202 1.5503
C 2.8084 -2.2744 4.9772
C 3.4030 -3.6368 4.6719
C 2.4192 -4.8057 5.0382
O 2.1780 -4.8503 6.4511
C 1.9425 -6.1377 6.9755
N 3.6653 -3.5886 3.2153
H 1.9799 -2.0535 4.3042
H 3.5891 -1.5323 4.8107
H 2.4637 -2.2402 6.0107
H 4.3174 -3.7743 5.2492
H 2.9568 -5.7203 4.7881
H 1.4115 -4.8517 4.6252
H 1.6999 -6.0223 8.0318
H 2.8735 -6.6761 6.7976
H 1.1012 -6.5404 6.4113
H 4.1953 -4.4131 2.9718
H 4.2586 -2.7816 3.0855
C -2.0570 -1.4551 -4.2574
C -3.0377 -0.5883 -5.0497
C -3.9191 0.3591 -4.2864
O -4.8520 -0.2481 -3.3636
C -6.0189 -0.7097 -4.0525
N -2.2573 -0.0568 -6.1509
H -2.5829 -2.1089 -3.5615
H -1.3678 -0.8661 -3.6524
H -1.3980 -2.0349 -4.9036
H -3.7197 -1.2222 -5.6164
H -4.4841 1.0628 -4.8976
H -3.2240 0.9045 -3.6480
H -6.4345 -0.0223 -4.7893
H -6.7806 -0.9321 -3.3053
H -5.7423 -1.6137 -4.5951
H -1.9974 -0.8110 -6.7704
H -2.9507 0.3462 -6.7648
C 1.0710 1.5319 1.6078
C 1.4141 0.0566 1.2810
C 0.6680 -0.4804 0.0117
O -0.7367 -0.7300 0.3328
C -1.2152 -1.9113 -0.2549
N 2.7951 -0.0097 1.0396
H 0.0176 1.7767 1.7439
H 1.2895 2.1085 0.7090
H 1.6469 2.0239 2.3916
H 1.0677 -0.5809 2.0945
H 1.1888 -1.3677 -0.3483
H 0.6372 0.2649 -0.7831
H -1.0488 -2.0094 -1.3276
H -2.2786 -2.0348 -0.0498
H -0.8926 -2.8555 0.1839
H 3.3170 0.3655 1.8186
H 2.9509 0.6896 0.3277
O -3.0468 -4.2922 -1.0718
H -3.5561 -3.4866 -1.1604
H -3.6267 -4.8925 -0.6033
O 0.8827 -2.1455 -3.3795
H 0.1164 -1.7520 -3.7968
H 0.9082 -3.0400 -3.7194
O 1.1290 -3.3834 2.2852
H 1.4208 -2.9851 1.4651
H 1.9384 -3.6122 2.7421
O -3.1276 -3.1487 2.4193
H -2.5343 -2.9730 1.6890
H -2.9304 -2.4642 3.0587
O 4.3004 0.9079 3.3226
H 3.6297 0.8382 4.0019
H 5.1185 1.0288 3.8047
O 3.7660 -2.5199 0.3480
H 4.5301 -2.6979 0.8964
H 3.4816 -1.6442 0.6096
O -0.3453 -4.6137 -1.6157
H -1.2394 -4.4101 -1.3414
H -0.4248 -4.8444 -2.5413
O -1.8814 0.0621 2.5280
H -1.4617 -0.4236 3.2380
H -1.4491 -0.2522 1.7339
O -0.6931 -2.0659 3.8603
H -0.0370 -2.4323 3.2675
H -0.4881 -2.4505 4.7125
O -2.6037 2.5378 3.5389
H -2.3476 2.4518 4.4572
H -2.2704 1.7436 3.1214
O 5.9393 -1.6977 1.8752
H 6.8182 -1.5817 2.2362
H 5.4446 -0.9462 2.2019
O 1.8234 0.7015 -3.4125
H 1.3896 0.8483 -4.2530
H 1.8100 -0.2488 -3.2983
O -4.4848 -1.8469 -1.1555
H -4.2971 -1.2616 -0.4217
H -4.8487 -1.2751 -1.8314
O 4.9906 2.9222 1.2445
H 4.6361 2.6014 0.4153
H 4.6693 2.3020 1.8989
O 3.0067 -3.6145 -2.0872
H 2.2264 -3.1848 -2.4375
H 3.3424 -3.0042 -1.4306
O 3.5802 1.7364 -0.8729
H 2.9769 1.9760 -1.5764
H 4.2972 1.2827 -1.3159

Force components x, y, z for each atom (eV/Å):
0.14 -1.16 0.34
-0.76 1.60 -1.62
1.21 0.79 1.64
0.25 -0.89 -0.05
-0.85 0.61 0.71
0.04 -1.09 -0.35
0.05 0.34 0.37
0.34 -0.12 -0.12
-0.10 0.02 0.23
-1.51 -0.53 0.73
0.02 0.22 -0.54
-0.31 0.34 -0.38
0.54 0.04 -0.37
-0.49 0.01 -0.10
0.52 -0.17 -0.32
0.61 -0.18 0.04
0.29 0.14 -0.22
-0.17 0.71 -0.33
0.68 1.84 -0.58
0.28 -0.24 -0.87
-0.42 -1.25 0.32
-0.30 1.54 1.01
-0.03 0.87 0.13
-0.16 -0.27 -0.17
-0.13 -0.03 -0.29
0.39 -0.49 0.08
-0.22 0.14 -0.06
0.18 -0.20 -0.17
-0.10 0.09 0.44
0.38 -0.32 -0.52
-0.77 -0.73 -0.17
0.22 0.12 0.39
-0.35 -0.75 0.32
0.53 -0.73 0.58
0.01 -0.13 0.57
-1.61 0.09 -0.19
0.72 -0.38 1.13
0.60 1.66 0.15
0.19 0.77 -0.94
0.08 -0.89 1.33
0.00 -0.03 0.04
-0.01 0.26 0.15
0.04 0.20 0.00
-0.01 -0.21 0.22
-0.06 -0.34 -0.39
0.22 0.50 -0.98
0.10 -0.16 -0.13
-0.21 -0.77 0.34
-0.07 -0.68 0.25
0.20 -0.07 -0.43
0.16 -0.02 -0.44
-0.62 0.11 0.85
-0.14 -2.73 -1.32
0.87 0.73 1.72
-0.13 0.47 -1.47
0.41 -0.66 0.20
-0.06 1.92 -0.84
0.09 -0.17 0.00
-0.31 0.63 0.17
-0.48 -0.23 -0.37
-0.52 -0.96 0.76
0.21 -0.01 -0.35
-0.33 0.53 0.14
0.18 0.48 0.15
0.09 -0.05 -0.04
-0.32 -0.25 -0.01
0.55 -0.58 0.42
-0.06 1.03 -0.23
-0.94 0.33 -1.05
-2.56 0.76 0.17
-0.67 0.80 1.14
1.51 -0.38 -0.47
-1.22 -1.25 0.11
1.62 -0.61 -0.12
-0.15 -0.44 0.46
0.37 0.08 -0.23
0.11 -0.48 0.26
0.29 -0.21 0.20
-0.24 -0.24 0.04
0.37 0.13 -0.18
0.12 0.39 -0.04
-0.18 0.93 -0.33
1.18 0.15 0.31
-0.13 -0.22 0.16
0.40 -0.22 -0.38
0.36 -0.50 -0.05
-0.57 0.94 -0.13
-0.02 -0.21 0.18
0.27 0.37 -0.03
-0.21 0.05 -0.02
0.00 -0.32 -0.14
-1.67 0.26 -0.12
0.32 -0.08 -0.38
1.12 -0.05 -0.09
-0.49 -0.36 -0.06
0.16 0.00 -0.09
0.24 0.19 0.13
0.35 -0.11 0.07
-0.38 -0.01 0.23
0.36 0.17 0.18
-0.02 -1.06 -0.48
0.28 -0.11 -0.14
-0.42 1.20 0.23
0.86 0.01 -0.16
-0.77 -0.08 0.14
-0.07 -0.21 -0.11
-0.78 0.81 0.79
0.22 -0.46 0.44
0.43 -0.23 -0.84
-0.62 0.72 0.75
0.67 -0.68 -0.85
-0.06 -0.08 0.24
-0.28 0.80 0.19
0.01 0.05 0.19
0.25 -0.77 -0.37
0.10 -0.18 0.17
0.32 -0.08 0.03
-0.33 0.45 0.00
0.09 0.52 0.30
-0.07 0.12 -0.26
0.04 -0.61 0.08
-0.20 -1.36 -0.77
0.23 0.60 1.21
0.18 0.12 -0.47
0.49 0.30 0.28
-0.32 0.06 -0.33
-0.19 -0.10 0.23
0.00 -0.38 -0.73
-0.01 0.08 0.28
0.27 0.09 0.68
0.29 0.49 -0.32
-0.34 0.09 -0.45
0.25 -0.30 -0.26

## Properties
- Kohn-Sham gap (eV) = 8.80
- electronic energy (eV) = -72597.009

Here are the Mulliken charges for atoms 1 to 99, given in e: -1.424, 0.491, -0.664, -0.395, -0.628, -0.878, 0.344, 0.320, 0.354, 0.341, 0.326, 0.357, 0.101, 0.365, 0.352, 0.327, 0.275, -1.465, -0.068, 0.645, -0.534, -0.637, -0.486, 0.429, 0.357, 0.264, 0.109, -0.335, 0.396, 0.311, 0.137, 0.222, 0.268, 0.031, -1.008, 0.002, -0.642, -0.343, -0.725, -0.446, 0.058, 0.283, 0.423, 0.569, 0.375, 0.377, 0.225, 0.310, 0.303, 0.208, 0.140, -0.997, 0.554, -0.312, -0.081, -1.005, -0.844, 0.170, -0.348, 0.851, 0.408, 0.491, -0.563, 0.403, 0.268, 0.360, 0.287, 0.313, -0.948, 0.883, -0.673, 1.979, -1.050, 0.778, 0.104, -0.005, 0.366, -0.569, 0.075, 0.217, -0.048, -0.257, 0.630, -0.245, 0.158, -0.659, 0.277, 0.283, -0.493, 0.174, 0.252, -0.799, 0.123, 0.529, -0.710, 0.221, 0.357, -0.688, 0.202



Entry 2:
# H16LiO8

H16LiO8 as an isolated structure (wB97M-V/def2-TZVPD, the OMol25 dataset).

Atoms and positions in Å:
Li 0.0992 0.5279 0.0583
O -1.3566 -1.5569 3.0158
H -1.1563 -0.9771 2.2810
H -1.3236 -2.4376 2.6425
O -1.5619 0.9038 1.1484
H -1.5144 1.5967 1.8071
H -2.3530 1.1026 0.6475
O 0.1775 -1.7334 -0.0520
H -0.5636 -2.2749 0.2197
H 0.9260 -2.0956 0.4222
O -1.2309 0.8448 -1.5748
H -1.6133 0.6240 -2.4241
H -1.6562 1.6655 -1.3262
O 0.8382 2.4236 -0.4296
H 0.1025 3.0056 -0.6203
H 1.5412 3.0094 -0.1490
O -0.6767 -2.0692 -2.7598
H -0.6902 -2.9015 -2.2871
H -0.6084 -1.4049 -2.0741
O 2.1351 0.1160 -1.5622
H 2.5631 0.3556 -0.7403
H 2.8558 -0.0996 -2.1541
O 1.3590 0.5443 1.7795
H 2.2570 0.7498 1.5194
H 1.4504 0.0811 2.6121

Force components x, y, z for each atom (eV/Å):
0.12 -0.23 -0.20
0.18 0.03 0.15
-0.13 0.34 -0.25
-0.08 -0.34 0.13
0.36 0.04 -0.15
0.09 0.17 0.49
-0.43 -0.27 -0.08
-0.18 0.58 0.17
-0.33 -0.18 0.05
0.39 -0.10 0.04
0.04 -0.02 0.39
0.02 -0.27 -0.45
-0.19 0.24 -0.16
-0.20 -0.26 0.20
-0.08 0.28 -0.18
0.25 0.17 0.10
-0.30 0.18 -0.43
0.05 -0.21 -0.01
0.31 0.00 0.18
-0.37 -0.02 0.31
0.33 0.08 0.01
0.14 -0.16 -0.30
-0.17 0.04 -0.49
0.33 0.19 0.12
-0.15 -0.25 0.37

## Properties
- relative energy (zero: lowest compared OMol25 entry of this formula, charge and spin) (kJ/mol) = 71.8
- Kohn-Sham gap (eV) = 10.47
- net charge = +1
- electronic energy (eV) = -16841.323

So, what does the Mulliken scheme give us? The charges, in e, come out as: 0.910, -0.609, 0.328, 0.301, -0.576, 0.289, 0.277, -0.468, 0.255, 0.260, -0.558, 0.253, 0.247, -0.505, 0.259, 0.244, -0.635, 0.304, 0.362, -0.494, 0.265, 0.271, -0.530, 0.282, 0.269



Entry 3:
# C42H37IrN3S3Sb

C42H37IrN3S3Sb as an isolated structure (wB97M-V/def2-TZVPD, the OMol25 dataset).

Atoms and positions in Å:
Ir 0.0421 -0.2840 0.0029
S -0.0273 1.3903 1.9129
C -1.5762 2.0766 1.8617
C -1.8363 3.2210 2.6878
N -2.0273 4.1452 3.3442
C -2.5797 1.5701 1.0564
S -2.3361 0.2257 0.0401
C -3.8863 2.1562 1.0499
N -4.9462 2.6023 1.0190
C 3.3623 -1.7633 2.6532
C 4.4738 -1.2881 1.9691
C 4.2921 -0.5110 0.8408
C 3.0041 -0.2172 0.3836
C 1.8660 -0.7320 1.0376
C 2.0870 -1.4903 2.1872
C 2.8071 0.7383 -0.7366
C 3.8846 1.2642 -1.5058
C 3.6399 2.2230 -2.4375
C 2.3249 2.7267 -2.6147
C 2.0053 3.7623 -3.5224
C 0.7193 4.2142 -3.6300
C -0.2967 3.6541 -2.8256
C -0.0176 2.6410 -1.9506
C 1.3037 2.1518 -1.8419
N 1.5678 1.1386 -0.9669
H 3.4923 -2.3537 3.5507
H 5.4723 -1.5055 2.3232
H 5.1650 -0.1199 0.3393
H 1.2409 -1.8931 2.7319
H 4.8852 0.8947 -1.3536
H 4.4460 2.6247 -3.0388
H 2.7975 4.1946 -4.1197
H 0.4771 5.0124 -4.3183
H -1.3064 4.0376 -2.8966
H -0.7859 2.2044 -1.3259
C -1.2943 -6.1089 -1.7010
C 0.0485 -5.6558 -1.1958
C 1.1313 -6.4994 -1.4451
C 2.4112 -6.2062 -1.0113
C 2.6390 -5.0376 -0.3038
C 1.5797 -4.1812 -0.0580
C 0.2812 -4.4727 -0.4850
Sb -1.0200 -2.8469 0.0775
C -2.9101 -3.1360 -0.9039
C -2.8177 -3.3352 -2.2813
C -3.9441 -3.4007 -3.0838
C -5.1933 -3.2476 -2.5051
C -5.2927 -3.0259 -1.1417
C -4.1689 -2.9577 -0.3186
C -4.3734 -2.6832 1.1448
C -1.3500 -3.3108 2.1394
C -1.2628 -2.2320 3.0156
C -1.4069 -2.4010 4.3840
C -1.6318 -3.6705 4.8886
C -1.7310 -4.7469 4.0217
C -1.6038 -4.5899 2.6439
C -1.7795 -5.7913 1.7609
H -1.4077 -7.1812 -1.5392
H -1.3912 -5.9297 -2.7735
H -2.1214 -5.6044 -1.2151
H 0.9513 -7.4196 -1.9881
H 3.2235 -6.8892 -1.2213
H 3.6282 -4.7855 0.0527
H 1.7787 -3.2635 0.4837
H -1.8430 -3.4465 -2.7428
H -3.8439 -3.5681 -4.1481
H -6.0876 -3.2901 -3.1117
H -6.2689 -2.8877 -0.6947
H -5.4097 -2.4059 1.3301
H -3.7425 -1.8654 1.4936
H -4.1402 -3.5552 1.7579
H -1.0812 -1.2358 2.6252
H -1.3415 -1.5467 5.0442
H -1.7408 -3.8242 5.9538
H -1.9284 -5.7354 4.4179
H -2.3486 -6.5617 2.2797
H -0.8190 -6.2172 1.4656
H -2.3199 -5.5361 0.8500
C 0.6089 -0.1011 -4.0355
S -0.5683 -0.7397 -2.8321
C -2.1047 -0.1001 -3.5136
H 0.4780 0.9701 -4.1769
H 0.4861 -0.6189 -4.9856
H 1.6095 -0.2941 -3.6516
H -2.3043 -0.5610 -4.4792
H -2.0525 0.9833 -3.6119
H -2.9005 -0.3622 -2.8187

Force components x, y, z for each atom (eV/Å):
-0.06 0.59 0.14
0.09 -0.02 -0.09
-0.19 -0.08 -0.09
0.00 0.00 -0.04
0.00 0.01 0.03
0.13 0.12 0.16
0.02 0.00 -0.13
-0.01 -0.03 0.02
0.01 0.01 -0.01
0.06 0.00 0.02
-0.02 0.01 -0.01
-0.06 -0.05 0.02
-0.07 0.11 -0.06
0.19 -0.08 -0.23
-0.15 0.00 -0.02
-0.07 0.06 -0.03
-0.16 0.04 -0.01
-0.09 0.01 0.04
0.15 0.02 -0.09
-0.05 -0.01 0.01
0.06 -0.01 0.01
0.00 -0.04 0.01
0.03 0.01 -0.08
-0.12 -0.07 0.13
0.29 -0.06 0.12
0.00 -0.03 0.04
0.02 0.00 0.01
0.05 0.03 -0.03
0.01 0.00 0.01
0.04 -0.01 0.00
0.01 0.01 -0.02
0.02 0.02 -0.03
0.01 0.01 -0.01
-0.01 0.00 0.00
-0.02 -0.02 0.02
-0.04 -0.02 0.01
-0.01 -0.02 0.03
0.01 -0.02 0.00
0.02 0.00 0.00
-0.01 0.01 0.00
0.03 0.03 0.01
-0.03 0.08 -0.09
-0.25 -0.51 0.20
0.11 0.00 -0.03
0.05 -0.03 -0.04
0.01 -0.01 -0.01
0.00 0.00 0.02
0.00 0.01 -0.01
-0.08 0.01 0.00
0.01 -0.02 0.05
0.01 0.00 -0.01
-0.01 0.05 -0.03
0.00 0.02 -0.01
0.00 -0.01 0.01
-0.03 0.01 0.00
-0.04 -0.03 0.04
0.00 -0.04 -0.01
-0.01 -0.02 -0.01
0.01 0.01 -0.02
-0.03 0.02 0.01
-0.01 -0.03 -0.02
0.02 -0.02 -0.01
0.04 0.01 0.01
0.00 -0.01 -0.02
0.03 0.00 -0.01
0.00 0.00 -0.03
-0.03 0.00 -0.02
-0.04 0.00 0.01
-0.02 0.00 0.03
0.01 0.01 -0.01
0.02 -0.02 0.00
0.01 0.02 0.00
0.00 0.02 0.01
0.00 0.00 0.03
0.00 -0.03 0.01
0.01 -0.04 0.00
0.01 0.01 -0.02
-0.03 0.02 -0.01
0.00 0.01 -0.03
0.14 -0.12 0.05
-0.03 0.04 0.08
-0.01 0.04 0.02
-0.01 -0.01 0.00
0.01 0.00 0.01
0.01 -0.01 -0.03
0.01 0.02 0.01
0.00 0.00 -0.01

## Properties
- relative energy (zero: lowest compared OMol25 entry of this formula, charge and spin) (kJ/mol) = 33.6
- Kohn-Sham gap (alpha / beta) (eV) = 5.05 / 6.42
- 2S+1 = 5
- electronic energy (eV) = -90504.487

So, what does the Mulliken scheme give us? The charges, in e, come out as: 2.843, -0.327, 0.882, -0.243, -0.478, 0.089, -0.087, -0.211, -0.532, -0.746, -1.051, -0.666, 0.633, -0.303, 0.033, 0.765, -1.028, -1.200, 1.324, -0.843, -0.644, -0.691, -0.168, -0.500, 0.498, 0.503, 0.380, 0.309, 0.261, 0.383, 0.440, 0.422, 0.404, 0.487, 0.497, -1.643, 1.118, -0.601, -0.754, -0.917, -0.569, 0.269, -1.457, 1.322, -0.868, -1.115, -0.907, -0.816, 0.982, -1.078, 0.843, -0.782, -0.789, -0.800, -0.739, 0.803, -1.256, 0.521, 0.450, -0.054, 0.440, 0.369, 0.504, 0.297, 0.844, 0.498, 0.395, 0.402, 0.505, 0.028, 0.197, 0.284, 0.496, 0.388, 0.444, 0.492, 0.337, 0.013, -1.085, 0.651, -1.020, 0.223, 0.506, 0.255, 0.434, 0.314, 0.192



> The lowest electronic energy belongs to which entry?

C42H37IrN3S3Sb